Entry from the Open Molecules 2025 dataset: a 5-piece molecular cluster, C30H74N4 overall in a non-equilibrium geometry (ωB97M-V/def2-TZVPD).

Calculated values
Frontier orbital gap (eV): 8.55
SMILES string: CCN(CC)CC.CCN(CC)CC.CCN(CC)CC.CCN(CC)CC.CCCCCC
Lowest unoccupied orbital energy (eV): 0.65
ΔE to the lowest compared entry with this formula, charge and spin (kcal per mole): 137.6
Charge: 0

Each line ends with the Mulliken charge.
Positions of all 108 atoms, in Å:
C: -0.49594 4.78267 3.70831  -1.736
C: -1.02581 3.32954 3.81715  -0.135
N: -0.13341 2.18060 3.34780  0.230
C: -0.50254 0.82408 3.68104  -1.824
C: -1.86236 0.36652 3.12981  0.028
C: 0.25389 2.40503 1.97062  0.169
C: 1.78171 2.82819 1.80390  -1.515
H: 0.31233 4.71187 4.27168  0.489
H: -1.22082 5.60489 4.10946  0.316
H: -0.46838 5.12700 2.80198  0.479
H: -2.00646 3.04075 3.26548  0.033
H: -1.20800 3.38089 4.83894  0.558
H: -0.41356 0.61768 4.61813  0.806
H: 0.22817 0.16636 3.43911  0.672
H: -1.80549 -0.72907 3.18200  0.184
H: -2.05146 0.66203 2.04640  -0.083
H: -2.75733 0.77593 3.58563  0.143
H: -0.59234 3.09289 1.45683  0.116
H: 0.10546 1.55507 1.50635  -0.108
H: 1.80098 3.61649 2.35596  0.685
H: 2.04568 2.64780 0.65643  0.122
H: 2.54219 2.12257 2.34879  0.225
C: -5.12860 -1.57705 3.61878  -2.034
C: -5.40663 0.01395 3.58737  0.018
N: -5.84128 0.39559 2.14597  -0.057
C: -4.59695 0.48330 1.35754  -0.779
C: -4.90551 0.94080 -0.17413  -0.975
C: -6.62460 1.59239 2.19480  -0.821
C: -5.89475 2.79899 2.56353  -1.334
H: -4.98539 -1.88026 4.54860  0.636
H: -4.54980 -1.83616 3.04268  0.630
H: -6.16180 -2.07702 3.63463  0.340
H: -4.49912 0.47256 3.97712  0.205
H: -6.26361 -0.01664 4.32941  0.382
H: -4.16313 -0.35143 1.17594  1.222
H: -3.99409 1.12411 1.74374  0.011
H: -3.95742 1.08230 -0.74337  -0.037
H: -5.50589 1.95639 -0.20056  0.260
H: -5.66285 0.17878 -0.59820  0.344
H: -7.32841 1.67090 2.92521  0.481
H: -7.05051 1.94305 1.21625  0.411
H: -6.75999 3.54866 2.45543  0.375
H: -5.10964 3.17732 1.97540  0.353
H: -5.75738 2.78863 3.51948  0.522
C: -1.26775 2.66264 -1.51744  -1.098
C: -1.27802 1.22555 -2.22588  -0.546
N: -0.47560 0.21092 -1.48617  0.644
C: -1.00793 -1.15663 -1.56218  -0.923
C: -1.00033 -1.69278 -2.97441  -1.422
C: 1.00751 0.27921 -1.79369  -0.379
C: 1.77732 -0.55210 -0.61026  -1.199
H: -1.52019 3.47654 -2.30170  0.424
H: -0.16440 2.81190 -1.32524  0.271
H: -1.88665 2.79919 -0.63624  0.144
H: -0.89574 1.50062 -3.22496  -0.164
H: -2.26416 0.83571 -2.26348  0.697
H: -1.75623 -1.01373 -1.07640  1.181
H: -0.61402 -1.86487 -0.78229  -0.151
H: -1.71044 -1.07515 -3.74618  0.172
H: -1.53671 -2.48714 -2.90913  0.837
H: -0.02493 -2.06773 -3.45713  0.209
H: 1.35666 1.26305 -1.81492  0.590
H: 1.27795 -0.25372 -2.76465  -0.170
H: 1.16011 -0.35745 0.16999  0.046
H: 2.83075 -0.14928 -0.65189  0.316
H: 1.92733 -1.51948 -1.02560  0.459
C: 5.01061 -4.68444 1.28092  -1.468
C: 3.62554 -3.91944 1.33955  -0.331
N: 2.47975 -4.77527 1.06844  0.429
C: 1.35409 -4.74036 1.96508  -1.092
C: 0.63891 -3.27363 1.95592  -1.002
C: 2.01286 -4.81381 -0.34663  -0.433
C: 1.67659 -6.33577 -0.58172  -1.323
H: 5.06958 -5.36867 2.17217  0.257
H: 5.69410 -3.92358 1.22511  0.516
H: 5.18956 -5.19990 0.41388  0.386
H: 3.70238 -3.01978 0.78426  0.123
H: 3.48742 -3.47748 2.42977  0.397
H: 1.72471 -4.94838 3.04797  0.421
H: 0.49237 -5.42863 2.01107  0.295
H: 1.22001 -2.38225 1.91260  0.301
H: 0.18523 -3.21371 2.83630  0.718
H: -0.06244 -3.26538 1.04639  0.122
H: 2.93152 -4.68671 -0.82903  0.675
H: 1.15853 -4.21922 -0.59929  0.055
H: 1.44758 -6.45800 -1.67824  0.411
H: 0.67575 -6.68760 -0.29992  0.343
H: 2.65215 -6.96673 -0.22512  0.235
C: 1.18627 1.02097 -6.07770  -0.705
C: 2.61367 1.66308 -6.17055  -0.398
C: 3.31792 1.66970 -4.85062  -0.082
C: 4.87126 1.78939 -4.88015  -1.407
C: 5.46079 1.60144 -3.43282  -0.094
C: 6.94699 1.35864 -3.42367  -1.618
H: 0.74850 0.83319 -7.19474  0.324
H: 0.57857 1.67382 -5.30833  0.078
H: 1.06219 -0.03588 -5.51749  0.113
H: 2.43268 2.65495 -6.65308  0.268
H: 3.33574 1.02867 -6.77389  0.308
H: 3.18524 0.75399 -4.17486  -0.027
H: 2.60344 2.17607 -4.20162  0.373
H: 4.95728 2.70055 -5.32529  0.500
H: 5.22143 1.18647 -5.56226  0.655
H: 5.13579 0.72747 -3.08160  0.283
H: 5.43634 2.59775 -2.67466  0.208
H: 7.62294 2.22834 -3.75715  0.303
H: 7.26050 0.52352 -3.77802  0.579
H: 7.34197 1.22244 -2.34853  0.361

Atomic forces in eV per Å
-5.53 -1.17 2.10
-1.43 -1.63 -2.45
0.81 2.75 1.29
-3.17 3.23 -4.60
0.39 -0.19 -1.54
-0.11 3.69 1.33
-0.66 -7.38 -3.80
4.14 0.66 2.06
0.88 -1.94 0.21
1.47 1.58 -5.49
0.94 1.42 0.88
-0.50 -1.45 2.08
-0.40 -0.24 6.60
2.54 -1.82 -2.30
-0.74 0.14 -0.06
0.91 -0.52 1.09
0.34 -0.14 0.70
2.36 -0.81 0.86
-0.58 -4.51 -2.68
1.08 6.01 2.15
-0.32 1.61 2.40
-1.86 0.66 -0.84
-13.65 6.87 7.38
-1.48 -3.37 -0.73
0.86 -1.80 2.39
-7.65 2.89 -4.10
-2.08 0.86 1.13
1.72 0.84 -3.87
-2.87 3.28 -3.84
2.07 -0.85 4.46
10.42 -5.19 -10.72
1.21 0.58 -1.54
-0.41 0.65 -0.11
0.84 1.27 -1.02
2.66 -6.00 -0.19
4.02 4.18 2.47
-0.85 -0.40 0.29
1.42 -1.84 0.03
1.59 1.05 0.32
-2.67 -1.46 1.73
-0.19 -1.60 0.51
1.43 -0.23 0.15
1.23 0.13 -0.68
1.86 0.18 5.86
1.44 -0.10 -2.10
1.08 1.30 1.31
2.55 1.21 -0.29
9.44 -0.18 -4.34
1.19 4.07 -2.38
-0.88 -3.61 0.81
2.10 2.34 -5.41
0.12 -1.34 1.24
-1.24 0.19 0.38
0.12 -0.23 0.12
-0.14 -0.85 0.00
-1.03 -0.21 -0.43
-10.60 1.15 4.13
1.15 0.53 -1.02
2.25 -0.90 1.76
-3.43 -5.72 0.17
-1.25 1.25 0.92
0.30 1.64 -0.07
-0.46 0.89 0.77
-1.09 -0.08 2.99
-1.08 -0.06 0.95
-0.55 -1.28 0.53
-3.34 0.04 2.75
0.13 -0.87 3.25
-1.40 -0.53 -1.05
0.40 3.02 3.42
0.83 -2.53 -4.27
0.40 -3.71 2.58
1.25 -0.24 -1.67
0.34 0.79 -0.95
2.26 1.77 0.73
-0.20 -1.67 -2.26
-0.28 0.83 -1.23
0.40 -1.09 -1.90
-0.16 0.70 -1.57
0.77 -0.38 -1.52
1.21 0.33 -0.38
-2.81 0.27 3.53
0.67 0.19 1.57
0.86 0.91 -1.73
-0.13 0.93 -0.23
1.12 -0.04 0.45
0.54 0.08 1.35
-2.90 1.25 -0.90
-1.20 -1.42 0.35
-0.01 -2.31 -1.08
-0.58 -2.05 2.37
-3.91 2.66 5.67
2.51 5.85 -1.30
1.31 6.11 4.01
0.56 0.92 2.95
0.59 -0.85 -2.14
0.99 2.10 -1.40
0.70 -0.61 0.52
-1.28 0.76 -0.33
-0.21 -0.20 -1.84
1.08 1.89 0.58
1.37 3.18 -0.67
1.92 -4.03 -3.21
-2.37 -3.00 2.05
-1.13 -2.83 -2.11
-1.21 -1.23 -0.03
1.77 -5.39 -3.29
-0.93 0.43 -1.05